(one)
Below is 11 unconnected molecules or ions with the total composition C44H121N11O11, with properties calculated with ωB97M-V/def2-TZVPD.

Each line ends with the Löwdin charge.
Geometry (Å):
C (-1.189, 6.181, -1.947)  -0.06
C (-1.368, 6.257, -0.400)  -0.37
C (-2.668, 5.586, -0.005)  -0.25
O (-3.687, 6.534, -0.181)  -0.19
C (-4.952, 6.062, 0.105)  -0.12
N (-0.167, 5.510, 0.195)  0.04
H (-2.110, 6.540, -2.483)  0.09
H (-0.802, 5.191, -2.269)  0.07
H (-0.409, 6.897, -2.230)  0.06
H (-1.495, 7.323, 0.026)  0.16
H (-2.629, 5.256, 1.020)  0.11
H (-2.900, 4.692, -0.581)  0.11
H (-5.236, 5.192, -0.476)  0.08
H (-5.705, 6.843, -0.070)  0.10
H (-4.890, 5.755, 1.155)  0.09
H (0.680, 6.031, -0.114)  0.09
H (-0.228, 5.733, 1.149)  0.01
C (0.467, 4.409, 5.427)  -0.07
C (-0.102, 4.578, 4.027)  -0.45
C (-1.301, 3.589, 3.781)  -0.20
O (-0.884, 2.291, 4.126)  -0.22
C (-1.861, 1.303, 3.788)  -0.08
N (-0.562, 5.927, 3.758)  0.04
H (1.278, 5.038, 5.625)  0.05
H (0.785, 3.341, 5.588)  0.08
H (-0.259, 4.644, 6.255)  0.10
H (0.720, 4.277, 3.324)  0.13
H (-1.619, 3.643, 2.727)  0.10
H (-2.097, 3.933, 4.463)  0.13
H (-1.246, 0.399, 3.690)  0.07
H (-2.236, 1.593, 2.739)  0.10
H (-2.646, 1.107, 4.473)  0.07
H (0.122, 6.562, 4.159)  0.08
H (-1.431, 5.988, 4.289)  0.08
C (1.869, -0.415, 2.383)  -0.06
C (2.637, 0.421, 3.324)  -0.44
C (2.810, 1.871, 2.884)  -0.14
O (3.354, 1.718, 1.553)  -0.23
C (3.273, 2.900, 0.794)  -0.11
N (1.973, 0.369, 4.600)  0.07
H (2.171, -0.252, 1.320)  0.08
H (0.825, -0.267, 2.324)  0.06
H (2.057, -1.458, 2.654)  0.06
H (3.631, -0.080, 3.481)  0.14
H (3.481, 2.477, 3.547)  0.15
H (1.796, 2.299, 2.705)  0.12
H (3.523, 3.759, 1.288)  0.05
H (2.239, 3.165, 0.631)  0.07
H (3.824, 2.681, -0.117)  0.09
H (2.572, 0.709, 5.277)  0.05
H (1.065, 0.764, 4.716)  0.06
C (6.743, -1.027, -1.790)  -0.02
C (6.034, 0.321, -1.588)  -0.37
C (5.716, 1.137, -2.783)  -0.23
O (6.767, 1.308, -3.736)  -0.17
C (6.228, 1.949, -4.858)  -0.13
N (4.666, 0.147, -0.941)  0.07
H (6.179, -1.674, -2.446)  0.08
H (6.696, -1.431, -0.828)  0.03
H (7.768, -1.066, -2.122)  0.08
H (6.644, 0.869, -0.943)  0.12
H (5.309, 2.120, -2.562)  0.12
H (4.896, 0.544, -3.227)  0.12
H (5.492, 1.252, -5.301)  0.07
H (7.020, 2.014, -5.635)  0.10
H (5.827, 2.958, -4.633)  0.10
H (4.708, 0.226, 0.060)  0.05
H (4.366, -0.827, -0.980)  0.06
C (6.079, -1.820, 4.243)  -0.07
C (6.284, -2.530, 2.932)  -0.44
C (4.934, -2.562, 2.248)  -0.16
O (5.027, -3.421, 1.045)  -0.21
C (3.835, -3.611, 0.341)  -0.14
N (7.256, -1.851, 2.084)  0.06
H (6.995, -1.959, 4.824)  0.08
H (5.253, -2.168, 4.919)  0.09
H (5.852, -0.786, 4.118)  0.05
H (6.628, -3.517, 3.175)  0.14
H (4.665, -1.596, 1.830)  0.11
H (4.129, -3.025, 2.804)  0.10
H (4.068, -3.948, -0.717)  0.11
H (3.192, -2.689, 0.300)  0.08
H (3.223, -4.387, 0.784)  0.04
H (7.164, -0.850, 2.099)  0.07
H (7.116, -2.308, 1.190)  0.06
C (1.082, -2.988, -1.552)  -0.04
C (-0.363, -3.198, -2.140)  -0.37
C (-1.391, -3.351, -1.013)  -0.21
O (-1.046, -4.371, -0.091)  -0.19
C (-1.897, -4.283, 1.088)  -0.06
N (-0.794, -2.174, -3.096)  0.05
H (1.351, -3.709, -0.904)  0.00
H (1.152, -1.984, -1.115)  0.06
H (1.919, -3.138, -2.290)  0.10
H (-0.275, -4.107, -2.753)  0.14
H (-2.489, -3.415, -1.318)  0.14
H (-1.537, -2.339, -0.580)  0.09
H (-1.824, -3.330, 1.472)  0.06
H (-1.733, -5.139, 1.772)  0.10
H (-2.921, -4.427, 0.879)  0.06
H (-0.560, -2.470, -4.038)  0.06
H (-0.469, -1.227, -2.887)  0.05
C (-0.654, -4.140, 4.777)  -0.07
C (0.858, -4.224, 4.840)  -0.44
C (1.312, -4.505, 3.346)  -0.26
O (0.804, -5.703, 2.965)  -0.20
C (1.133, -6.120, 1.678)  -0.09
N (1.389, -3.012, 5.454)  0.04
H (-1.028, -3.936, 5.784)  0.08
H (-1.079, -5.105, 4.318)  0.10
H (-0.909, -3.357, 4.085)  0.05
H (1.226, -5.109, 5.365)  0.14
H (2.468, -4.539, 3.349)  0.13
H (0.959, -3.631, 2.749)  0.12
H (0.852, -7.141, 1.616)  0.08
H (2.253, -5.960, 1.582)  0.09
H (0.537, -5.587, 0.856)  0.10
H (0.995, -2.173, 4.971)  0.06
H (2.393, -3.008, 5.308)  0.05
C (-5.409, -1.631, -3.531)  -0.03
C (-4.699, -0.296, -3.872)  -0.44
C (-5.477, 0.954, -3.604)  -0.26
O (-6.462, 0.947, -4.578)  -0.18
C (-7.308, 2.148, -4.481)  -0.06
N (-3.371, -0.171, -3.332)  0.06
H (-4.729, -2.504, -3.676)  0.09
H (-6.324, -1.701, -4.028)  0.05
H (-5.568, -1.744, -2.453)  0.06
H (-4.613, -0.324, -4.967)  0.13
H (-4.878, 1.883, -3.610)  0.13
H (-5.839, 0.893, -2.605)  0.11
H (-6.699, 3.083, -4.349)  0.09
H (-7.915, 2.078, -3.571)  0.08
H (-7.805, 2.163, -5.446)  0.08
H (-2.925, 0.648, -3.551)  0.01
H (-2.699, -0.948, -3.460)  0.06
C (3.165, -0.156, -6.154)  -0.05
C (1.793, -0.711, -5.665)  -0.41
C (0.572, 0.005, -6.155)  -0.18
O (0.783, 1.449, -6.214)  -0.19
C (0.193, 2.266, -5.187)  -0.08
N (1.561, -2.162, -5.901)  0.03
H (3.486, 0.737, -5.683)  0.03
H (3.162, 0.111, -7.241)  0.09
H (3.889, -0.947, -6.072)  0.06
H (1.861, -0.627, -4.571)  0.12
H (-0.322, -0.334, -5.664)  0.11
H (0.401, -0.250, -7.198)  0.12
H (-0.862, 2.155, -5.077)  0.07
H (0.574, 3.299, -5.313)  0.10
H (0.671, 1.965, -4.214)  0.07
H (2.349, -2.731, -5.526)  0.08
H (1.626, -2.437, -6.859)  0.06
C (-8.439, -3.470, 1.663)  -0.08
C (-7.294, -2.863, 0.877)  -0.41
C (-6.621, -1.734, 1.760)  -0.19
O (-6.345, -2.325, 3.015)  -0.21
C (-5.440, -1.624, 3.786)  -0.14
N (-6.421, -4.027, 0.540)  0.03
H (-8.095, -4.013, 2.576)  0.09
H (-8.901, -4.162, 1.003)  0.06
H (-9.131, -2.693, 2.022)  0.08
H (-7.481, -2.355, -0.071)  0.13
H (-7.260, -0.853, 1.954)  0.13
H (-5.744, -1.385, 1.239)  0.10
H (-5.111, -2.302, 4.567)  0.09
H (-5.924, -0.800, 4.311)  0.08
H (-4.548, -1.172, 3.229)  0.10
H (-5.897, -4.199, 1.406)  0.06
H (-5.717, -3.745, -0.193)  0.08
C (-1.378, 0.146, -0.059)  -0.07
C (-0.655, 1.400, -0.316)  -0.40
C (-0.239, 1.464, -1.831)  -0.20
O (0.534, 0.371, -2.260)  -0.24
C (1.892, 0.514, -1.877)  -0.12
N (-1.451, 2.620, -0.056)  0.07
H (-0.677, -0.635, -0.232)  0.04
H (-2.220, -0.038, -0.757)  0.09
H (-1.697, -0.022, 1.032)  0.10
H (0.265, 1.515, 0.269)  0.12
H (0.300, 2.349, -2.103)  0.10
H (-1.177, 1.469, -2.421)  0.12
H (2.153, 0.804, -0.862)  0.06
H (2.383, 1.247, -2.522)  0.09
H (2.353, -0.457, -2.033)  0.06
H (-2.249, 2.633, -0.622)  0.04
H (-0.899, 3.471, -0.103)  0.03

Summary:
- spin multiplicity = 1
- SMILES = COC[C@H](C)N.COC[C@H](C)N.COC[C@H](C)N.COC[C@H](C)N.COC[C@H](C)N.COC[C@H](C)N.COC[C@H](C)N.COC[C@H](C)N.COC[C@H](C)N.COC[C@H](C)N.COC[C@H](C)N
- E_HOMO (eV) = -8.664

---

(two)
Below is 11 unconnected molecules or ions with the total composition C44H121N11O11, with properties calculated with ωB97M-V/def2-TZVPD.

Each line ends with the Löwdin charge.
Geometry (Å):
C (-13.406, 26.326, 21.791)  -0.08
C (-12.486, 25.297, 22.446)  -0.42
C (-11.566, 25.977, 23.425)  -0.23
O (-10.532, 25.088, 23.807)  -0.18
C (-9.633, 25.690, 24.715)  -0.11
N (-13.317, 24.259, 23.110)  0.05
H (-14.195, 26.711, 22.448)  0.08
H (-13.923, 25.826, 20.970)  0.06
H (-12.865, 27.208, 21.448)  0.06
H (-11.937, 24.833, 21.623)  0.13
H (-12.150, 26.336, 24.288)  0.14
H (-11.112, 26.863, 22.949)  0.13
H (-8.809, 24.994, 24.884)  0.09
H (-10.114, 25.817, 25.694)  0.09
H (-9.222, 26.618, 24.310)  0.09
H (-13.022, 24.147, 24.074)  0.07
H (-14.290, 24.537, 23.150)  0.05
C (-16.947, 28.862, 14.109)  -0.07
C (-17.055, 27.674, 15.066)  -0.43
C (-16.617, 26.401, 14.373)  -0.21
O (-17.149, 25.290, 15.057)  -0.24
C (-16.738, 24.066, 14.519)  -0.12
N (-16.404, 27.945, 16.337)  0.07
H (-16.029, 28.936, 13.524)  0.08
H (-17.033, 29.794, 14.670)  0.07
H (-17.804, 28.840, 13.428)  0.07
H (-18.122, 27.561, 15.284)  0.12
H (-15.522, 26.330, 14.270)  0.12
H (-16.932, 26.436, 13.312)  0.13
H (-17.045, 23.300, 15.241)  0.07
H (-15.646, 23.957, 14.473)  0.09
H (-17.204, 23.853, 13.555)  0.10
H (-15.409, 27.760, 16.279)  0.02
H (-16.715, 27.292, 17.044)  0.03
C (-18.222, 19.741, 23.110)  -0.04
C (-16.917, 20.200, 22.444)  -0.42
C (-16.123, 21.143, 23.332)  -0.21
O (-16.920, 22.124, 23.936)  -0.17
C (-17.462, 23.012, 23.017)  -0.13
N (-16.015, 19.061, 22.131)  0.07
H (-17.983, 19.225, 24.043)  0.09
H (-18.734, 19.028, 22.459)  0.07
H (-18.887, 20.589, 23.277)  0.05
H (-17.119, 20.722, 21.502)  0.11
H (-15.321, 21.599, 22.737)  0.12
H (-15.709, 20.547, 24.150)  0.13
H (-18.394, 22.667, 22.551)  0.06
H (-16.744, 23.287, 22.232)  0.08
H (-17.728, 23.944, 23.525)  0.09
H (-15.588, 18.728, 22.994)  0.07
H (-16.571, 18.271, 21.810)  0.03
C (-12.666, 21.775, 15.505)  -0.06
C (-13.453, 22.572, 16.544)  -0.40
C (-13.290, 21.983, 17.927)  -0.19
O (-14.265, 20.959, 18.053)  -0.24
C (-14.412, 20.475, 19.357)  -0.11
N (-12.938, 23.991, 16.596)  0.04
H (-11.622, 21.640, 15.788)  0.08
H (-12.711, 22.215, 14.506)  0.08
H (-13.127, 20.784, 15.397)  0.08
H (-14.495, 22.617, 16.229)  0.11
H (-13.482, 22.754, 18.687)  0.12
H (-12.288, 21.560, 18.074)  0.14
H (-14.529, 21.288, 20.089)  0.09
H (-13.593, 19.820, 19.666)  0.10
H (-15.361, 19.938, 19.421)  0.06
H (-12.711, 24.229, 15.636)  0.07
H (-12.082, 24.009, 17.142)  0.08
C (-15.655, 29.688, 20.730)  -0.05
C (-15.822, 31.186, 20.936)  -0.47
C (-14.669, 31.988, 20.467)  -0.25
O (-13.528, 31.673, 21.208)  -0.18
C (-12.334, 31.938, 20.516)  -0.11
N (-17.061, 31.680, 20.339)  0.04
H (-16.564, 29.152, 20.998)  0.07
H (-14.743, 29.384, 21.235)  0.07
H (-15.525, 29.514, 19.653)  0.08
H (-15.839, 31.326, 22.036)  0.14
H (-14.960, 33.051, 20.567)  0.13
H (-14.482, 31.852, 19.389)  0.13
H (-12.312, 32.947, 20.094)  0.09
H (-12.156, 31.193, 19.729)  0.08
H (-11.512, 31.831, 21.225)  0.09
H (-17.838, 31.127, 20.680)  0.07
H (-17.229, 32.639, 20.625)  0.07
C (-22.085, 21.401, 20.068)  -0.04
C (-22.185, 22.347, 21.245)  -0.44
C (-23.560, 22.249, 21.896)  -0.23
O (-24.634, 22.682, 21.110)  -0.17
C (-24.576, 24.047, 20.772)  -0.10
N (-21.079, 22.114, 22.184)  0.06
H (-21.071, 21.409, 19.659)  0.04
H (-22.754, 21.678, 19.254)  0.09
H (-22.337, 20.387, 20.394)  0.09
H (-22.080, 23.382, 20.908)  0.10
H (-23.550, 22.747, 22.888)  0.12
H (-23.765, 21.204, 22.173)  0.13
H (-25.580, 24.362, 20.484)  0.09
H (-23.961, 24.224, 19.883)  0.07
H (-24.212, 24.634, 21.620)  0.10
H (-21.224, 22.623, 23.048)  0.08
H (-21.036, 21.121, 22.404)  0.07
C (-17.166, 25.885, 19.388)  -0.05
C (-16.278, 24.751, 18.893)  -0.38
C (-17.094, 23.502, 18.606)  -0.21
O (-17.906, 23.159, 19.692)  -0.17
C (-18.542, 21.925, 19.448)  -0.11
N (-15.663, 25.225, 17.637)  0.06
H (-17.677, 25.618, 20.321)  0.08
H (-17.962, 26.157, 18.685)  0.06
H (-16.579, 26.784, 19.583)  0.07
H (-15.539, 24.600, 19.684)  0.13
H (-16.368, 22.690, 18.417)  0.11
H (-17.679, 23.664, 17.688)  0.12
H (-19.183, 21.952, 18.559)  0.07
H (-19.177, 21.685, 20.306)  0.07
H (-17.804, 21.112, 19.369)  0.08
H (-14.839, 24.697, 17.334)  0.04
H (-16.322, 24.996, 16.889)  0.05
C (-18.950, 20.136, 16.078)  -0.04
C (-17.611, 19.574, 16.527)  -0.43
C (-17.112, 18.378, 15.761)  -0.22
O (-17.933, 17.277, 16.045)  -0.19
C (-17.626, 16.165, 15.254)  -0.12
N (-16.580, 20.605, 16.495)  0.07
H (-19.440, 20.654, 16.905)  0.05
H (-19.641, 19.336, 15.792)  0.08
H (-18.860, 20.830, 15.242)  0.08
H (-17.761, 19.261, 17.578)  0.11
H (-16.065, 18.149, 16.020)  0.13
H (-17.115, 18.600, 14.679)  0.13
H (-17.614, 16.435, 14.188)  0.09
H (-18.353, 15.385, 15.453)  0.09
H (-16.617, 15.771, 15.467)  0.09
H (-16.714, 21.387, 17.122)  0.03
H (-15.664, 20.242, 16.750)  0.05
C (-17.158, 15.120, 23.264)  -0.06
C (-16.690, 14.556, 21.930)  -0.45
C (-16.346, 15.600, 20.902)  -0.23
O (-17.432, 16.491, 20.756)  -0.21
C (-17.301, 17.313, 19.604)  -0.11
N (-15.529, 13.673, 22.136)  0.03
H (-17.925, 15.883, 23.155)  0.07
H (-16.304, 15.603, 23.749)  0.08
H (-17.516, 14.290, 23.871)  0.07
H (-17.527, 13.976, 21.501)  0.14
H (-16.042, 15.153, 19.944)  0.13
H (-15.464, 16.178, 21.243)  0.13
H (-16.271, 17.660, 19.436)  0.08
H (-17.921, 18.194, 19.762)  0.08
H (-17.586, 16.751, 18.709)  0.09
H (-15.840, 12.765, 22.463)  0.07
H (-15.030, 13.483, 21.273)  0.06
C (-12.689, 26.896, 18.358)  -0.06
C (-12.860, 27.763, 17.113)  -0.41
C (-11.548, 28.358, 16.677)  -0.21
O (-10.660, 27.315, 16.318)  -0.19
C (-9.410, 27.785, 15.981)  -0.14
N (-13.395, 26.948, 16.004)  0.04
H (-13.605, 26.355, 18.610)  0.05
H (-12.378, 27.453, 19.243)  0.07
H (-11.961, 26.117, 18.108)  0.07
H (-13.564, 28.573, 17.324)  0.13
H (-11.150, 28.972, 17.497)  0.13
H (-11.735, 29.008, 15.811)  0.13
H (-8.837, 28.195, 16.826)  0.09
H (-9.443, 28.555, 15.198)  0.09
H (-8.826, 26.946, 15.595)  0.09
H (-14.148, 26.397, 16.429)  0.02
H (-12.683, 26.244, 15.803)  0.04
C (-20.827, 26.374, 16.356)  -0.03
C (-20.388, 24.989, 16.921)  -0.43
C (-21.470, 24.316, 17.736)  -0.20
O (-21.886, 25.100, 18.842)  -0.20
C (-20.874, 25.363, 19.801)  -0.10
N (-19.856, 24.066, 15.919)  0.06
H (-20.647, 26.398, 15.283)  0.07
H (-20.215, 27.166, 16.794)  0.07
H (-21.871, 26.603, 16.571)  0.07
H (-19.564, 25.184, 17.620)  0.09
H (-21.137, 23.332, 18.089)  0.11
H (-22.375, 24.193, 17.129)  0.14
H (-21.348, 25.662, 20.732)  0.09
H (-20.216, 26.170, 19.449)  0.08
H (-20.208, 24.514, 19.976)  0.08
H (-20.597, 23.802, 15.273)  0.08
H (-19.155, 24.561, 15.377)  0.04

Summary:
- spin multiplicity = 1
- SMILES = COC[C@H](C)N.COC[C@H](C)N.COC[C@H](C)N.COC[C@H](C)N.COC[C@H](C)N.COC[C@H](C)N.COC[C@H](C)N.COC[C@H](C)N.COC[C@H](C)N.COC[C@H](C)N.COC[C@H](C)N
- E_HOMO (eV) = -8.599

---

Short version: (one) is the least stable of them.